one) DFT (ωB97M-V/def2-TZVPD) results for one molecule with the formula C2HNO2S.

```
! wB97M-V def2-TZVPD RIJCOSX def2/J DEFGRID3
* xyz 0 1
S -0.18974 -1.57706 -0.86160
O -1.14833 0.23419 -0.79020
O 0.42206 -1.59582 0.45328
N 0.84369 1.62816 1.81986
C 0.13264 1.17680 1.02081
C -0.80721 1.02480 0.03970
H 0.74688 -0.89107 -1.68185
*
```

Its highest occupied orbital energy (alpha / beta) is -8.51 / -8.45 eV.

Listed below, in e, are the Löwdin charges computed for each atom: S 0.952; O -0.155; O -0.557; N 0.186; C -0.257; C -0.162; H -0.007


two) DFT (ωB97M-V/def2-TZVPD) results for a 2-piece molecular cluster, C2HNO2S overall.

```
! wB97M-V def2-TZVPD RIJCOSX def2/J DEFGRID3
* xyz 0 1
S 0.44178 -2.41119 0.06239
O 2.20051 1.10878 -0.26849
O 1.23221 -0.85307 0.41796
N -1.04904 0.92151 0.66045
C -1.88289 0.62204 -0.07189
C 1.71632 0.10019 -0.03346
H -2.65888 0.51175 -0.76695
*
```

Its highest occupied orbital energy is -8.60 eV.

Listed below, in e, are the Löwdin charges computed for each atom: S 0.393; O 0.281; O -0.390; N 0.087; C -0.042; C -0.378; H 0.049


Name the most stable of them. two).


one) DFT (ωB97M-V/def2-TZVPD) results for an isolated ion of composition CNO3S2 and charge -1.

```
! wB97M-V def2-TZVPD RIJCOSX def2/J DEFGRID3
* xyz -1 1
S 1.88686 0.94367 -0.82312
S 0.88273 -0.48710 -0.03905
O 1.18357 -1.79067 -0.56219
O -1.06519 -0.26015 -0.71089
O 0.59147 -0.39406 1.35762
N -1.93851 1.37454 0.77897
C -1.54094 0.61377 -0.00134
*
```

The SMILES is N#COS(=O)(=O)[S-]. Its highest occupied orbital energy is -5.56 eV.

Listed below, in e, are the Löwdin charges computed for each atom: S 0.242; S 0.214; O -0.397; O -0.135; O -0.375; N 0.090; C -0.640


two) DFT (ωB97M-V/def2-TZVPD) results for an isolated ion of composition CNO3S2 and charge -1.

```
! wB97M-V def2-TZVPD RIJCOSX def2/J DEFGRID3
* xyz -1 1
S 2.11422 -0.93090 -0.16863
S 0.77640 0.46452 0.03249
O -0.59892 -0.30321 1.08221
O 0.11499 0.73559 -1.22215
O 1.17580 1.68665 0.74156
N -2.15207 -1.01108 -0.64105
C -1.43043 -0.64157 0.17557
*
```

The SMILES is N#COS(=O)(=O)[S-]. Its highest occupied orbital energy is -5.16 eV.

Listed below, in e, are the Löwdin charges computed for each atom: S 0.196; S 0.206; O -0.160; O -0.406; O -0.407; N 0.126; C -0.555


Name the most stable of them. one).